Entry 1:
Formula: C39H77F9N11O14
Source: the Open Molecules 2025 dataset
Level of theory: the ωB97M-V functional and the def2-TZVPD basis

Each line ends with the Löwdin charge.
Geometry (Å):
O (-1.587, -4.603, 1.231)  0.0969
C (-2.266, -3.629, 1.030)  -0.4873
O (-2.924, -3.017, 2.057)  0.0829
C (-2.386, -3.053, -0.367)  -0.0846
C (-3.250, -1.765, -0.492)  -0.1931
N (-2.506, -0.512, -0.410)  0.0142
C (-2.217, -0.089, 0.953)  -0.1699
C (-3.525, 0.196, 1.774)  -0.6777
O (-4.496, 0.703, 1.183)  -0.0288
O (-3.487, -0.135, 2.978)  -0.0434
C (-1.397, 1.220, 0.982)  -0.3884
F (-1.012, 1.424, 2.271)  0.1131
F (-2.161, 2.280, 0.649)  0.1381
C (-0.155, 1.197, 0.048)  -0.3583
F (-0.583, 1.394, -1.214)  0.1527
F (0.435, -0.008, 0.157)  0.1521
C (0.914, 2.282, 0.301)  -0.3415
F (1.479, 2.145, 1.502)  0.1597
F (0.298, 3.475, 0.228)  0.1564
C (2.073, 2.291, -0.769)  -0.5203
F (2.000, 3.380, -1.534)  0.1671
F (2.046, 1.230, -1.570)  0.1822
F (3.261, 2.299, -0.167)  0.1461
H (-3.665, -3.565, 2.335)  0.1251
H (-2.853, -3.794, -1.012)  0.1108
H (-1.375, -2.873, -0.727)  0.1169
H (-3.663, -1.807, -1.501)  0.0930
H (-4.099, -1.793, 0.188)  0.1179
H (-1.635, -0.701, -0.896)  0.0898
H (-1.625, -0.804, 1.537)  0.1454
C (-2.533, -1.022, -4.717)  0.0017
C (-2.447, -2.472, -4.308)  -0.5235
O (-2.194, -2.802, -3.162)  0.0359
N (-2.666, -3.413, -5.268)  0.0062
C (-2.979, -3.206, -6.668)  -0.0818
H (-2.340, -0.401, -3.847)  0.0821
H (-1.791, -0.794, -5.484)  0.0845
H (-3.529, -0.789, -5.097)  0.0877
H (-2.593, -4.359, -4.928)  0.1374
H (-3.943, -3.661, -6.904)  0.0810
H (-2.212, -3.668, -7.292)  0.0804
H (-3.027, -2.148, -6.902)  0.0701
C (5.329, 0.443, -0.321)  -0.0040
C (5.433, -1.035, -0.612)  -0.5522
O (6.265, -1.489, -1.390)  -0.0003
N (4.564, -1.849, 0.030)  0.0263
C (3.524, -1.486, 0.981)  -0.0698
H (6.084, 0.967, -0.900)  0.0837
H (4.345, 0.820, -0.602)  0.0480
H (5.496, 0.636, 0.740)  0.0858
H (4.676, -2.823, -0.198)  0.1294
H (3.716, -1.989, 1.926)  0.0728
H (2.558, -1.815, 0.599)  0.0734
H (3.499, -0.417, 1.154)  0.0605
C (5.439, 6.069, -3.605)  -0.0102
C (4.512, 7.136, -4.137)  -0.5551
O (4.915, 8.051, -4.842)  0.0136
N (3.200, 7.044, -3.801)  0.0096
C (2.556, 6.031, -2.980)  -0.0778
H (6.445, 6.275, -3.955)  0.0805
H (5.438, 6.069, -2.515)  0.0857
H (5.136, 5.085, -3.964)  0.0858
H (2.632, 7.784, -4.181)  0.1320
H (1.785, 5.527, -3.564)  0.0876
H (2.090, 6.503, -2.114)  0.0888
H (3.271, 5.295, -2.634)  0.0580
C (3.783, -0.740, 5.716)  -0.0050
C (4.732, -0.773, 4.543)  -0.5478
O (4.575, -0.067, 3.562)  0.0273
N (5.785, -1.635, 4.610)  0.0080
C (6.127, -2.547, 5.683)  -0.0813
H (3.002, -0.014, 5.512)  0.0835
H (3.321, -1.718, 5.863)  0.0869
H (4.307, -0.447, 6.626)  0.0833
H (6.378, -1.611, 3.795)  0.1385
H (7.120, -2.311, 6.069)  0.0800
H (6.132, -3.573, 5.310)  0.0824
H (5.411, -2.477, 6.495)  0.0696
C (2.137, 9.569, -7.377)  -0.0117
C (2.029, 9.443, -8.877)  -0.5574
O (1.050, 9.828, -9.495)  0.0249
N (3.080, 8.875, -9.528)  0.0013
C (4.318, 8.364, -8.963)  -0.0726
H (1.233, 10.036, -6.996)  0.0813
H (2.245, 8.585, -6.919)  0.0763
H (2.993, 10.187, -7.106)  0.0875
H (2.950, 8.818, -10.525)  0.1349
H (5.163, 8.905, -9.394)  0.0812
H (4.417, 7.305, -9.205)  0.0816
H (4.340, 8.481, -7.884)  0.0648
C (-7.302, 2.789, 0.064)  -0.0051
C (-8.701, 2.365, -0.294)  -0.5559
O (-9.372, 2.933, -1.148)  0.0007
N (-9.204, 1.301, 0.384)  0.0040
C (-8.547, 0.506, 1.412)  -0.0680
H (-7.017, 3.644, -0.543)  0.0791
H (-7.254, 3.074, 1.116)  0.0829
H (-6.597, 1.976, -0.118)  0.0778
H (-10.145, 1.061, 0.120)  0.1294
H (-8.496, -0.535, 1.089)  0.0782
H (-9.119, 0.563, 2.339)  0.0790
H (-7.539, 0.860, 1.600)  0.0602
C (1.078, -6.600, 1.838)  -0.0089
C (2.012, -5.713, 1.050)  -0.5401
O (2.043, -4.501, 1.188)  0.0303
N (2.833, -6.328, 0.153)  0.0065
C (2.926, -7.748, -0.141)  -0.0928
H (0.481, -5.987, 2.506)  0.0754
H (0.406, -7.130, 1.164)  0.0870
H (1.646, -7.322, 2.427)  0.0839
H (3.431, -5.691, -0.349)  0.1294
H (3.940, -8.098, 0.058)  0.0860
H (2.697, -7.911, -1.199)  0.0786
H (2.239, -8.321, 0.458)  0.0361
C (-0.064, 6.465, 5.273)  -0.0182
C (0.025, 5.049, 5.796)  -0.5608
O (0.254, 4.811, 6.973)  0.0135
N (-0.161, 4.048, 4.902)  0.0230
C (-0.439, 4.150, 3.478)  -0.0639
H (0.105, 7.152, 6.097)  0.0769
H (0.693, 6.639, 4.508)  0.0801
H (-1.052, 6.657, 4.852)  0.0823
H (-0.093, 3.126, 5.306)  0.1422
H (-1.389, 3.667, 3.257)  0.0803
H (0.347, 3.649, 2.922)  0.0608
H (-0.489, 5.187, 3.162)  0.0762
C (-6.905, 2.702, 6.632)  -0.0228
C (-6.965, 2.490, 5.135)  -0.5629
O (-7.989, 2.718, 4.497)  -0.0023
N (-5.847, 2.037, 4.533)  0.0348
C (-4.559, 1.720, 5.126)  -0.0746
H (-7.871, 3.065, 6.972)  0.0735
H (-6.680, 1.766, 7.143)  0.0786
H (-6.144, 3.441, 6.884)  0.0783
H (-5.936, 1.903, 3.534)  0.1283
H (-3.793, 2.340, 4.659)  0.0793
H (-4.326, 0.678, 4.918)  0.0631
H (-4.548, 1.894, 6.198)  0.0677
C (2.378, -11.314, -1.385)  -0.0013
C (2.023, -11.390, 0.080)  -0.5337
O (2.276, -10.486, 0.860)  0.0259
N (1.399, -12.518, 0.513)  0.0066
C (1.019, -13.686, -0.259)  -0.0783
H (2.867, -10.365, -1.580)  0.0680
H (3.061, -12.121, -1.656)  0.0856
H (1.481, -11.379, -2.002)  0.0878
H (1.188, -12.508, 1.499)  0.1394
H (-0.060, -13.832, -0.202)  0.0831
H (1.514, -14.572, 0.142)  0.0820
H (1.300, -13.572, -1.300)  0.0694

Computed properties:
molar mass: 1095.09 g/mol
E: -4086.9642 Ha
charge: -1
highest occupied orbital energy: -0.198 Ha


Entry 2:
Formula: C23H22N2O4
Source: the Open Molecules 2025 dataset
Level of theory: the ωB97M-V functional and the def2-TZVPD basis

Each line ends with the natural charge from an NBO analysis.
Geometry (Å):
O (3.833, 2.964, -0.114)  -0.6177
C (2.858, 2.383, 0.307)  0.6528
C (1.442, 2.907, 0.056)  -0.1751
O (0.488, 1.858, 0.174)  -0.5212
C (-0.588, 1.903, -0.632)  0.7826
O (-0.816, 2.802, -1.397)  -0.5626
C (-1.482, 0.733, -0.412)  -0.0980
C (-2.826, 0.985, -0.284)  -0.1981
C (-3.718, -0.083, -0.025)  0.1943
C (-5.161, 0.141, 0.131)  -0.0037
C (-6.040, -0.907, -0.142)  -0.1994
C (-7.404, -0.731, -0.011)  -0.1975
C (-7.910, 0.492, 0.400)  -0.2040
C (-7.045, 1.534, 0.687)  -0.2100
C (-5.679, 1.364, 0.553)  -0.2148
N (-3.297, -1.322, 0.075)  -0.4055
C (-1.995, -1.604, -0.082)  0.1442
C (-1.597, -2.956, 0.006)  -0.1920
C (-0.289, -3.305, -0.176)  -0.1900
C (0.673, -2.324, -0.461)  -0.2140
C (0.324, -1.003, -0.540)  -0.2134
C (-1.011, -0.604, -0.336)  -0.0137
N (2.898, 1.264, 1.053)  -0.6147
C (4.122, 0.561, 1.341)  -0.2567
C (4.223, -0.761, 0.549)  0.0967
C (4.422, -0.517, -0.948)  -0.4336
C (5.939, -0.348, -1.043)  -0.4419
C (6.461, -1.178, 0.141)  -0.0736
O (5.347, -1.507, 0.962)  -0.5254
H (1.386, 3.357, -0.941)  0.2388
H (1.219, 3.687, 0.794)  0.2132
H (-3.188, 1.995, -0.389)  0.2333
H (-5.629, -1.852, -0.459)  0.2332
H (-8.075, -1.548, -0.230)  0.2133
H (-8.977, 0.631, 0.502)  0.2141
H (-7.436, 2.485, 1.018)  0.2146
H (-5.018, 2.181, 0.801)  0.2101
H (-2.361, -3.691, 0.207)  0.2281
H (0.014, -4.340, -0.114)  0.2173
H (1.698, -2.623, -0.626)  0.2163
H (1.072, -0.262, -0.777)  0.2172
H (2.027, 0.830, 1.319)  0.4127
H (4.946, 1.224, 1.071)  0.2288
H (4.178, 0.334, 2.409)  0.2083
H (3.338, -1.369, 0.771)  0.1828
H (4.095, -1.390, -1.515)  0.2084
H (3.884, 0.359, -1.301)  0.2237
H (6.208, 0.702, -0.927)  0.2161
H (6.336, -0.701, -1.991)  0.2205
H (6.912, -2.121, -0.183)  0.1794
H (7.200, -0.626, 0.731)  0.1755

Computed properties:
molar mass: 390.44 g/mol
E: -1300.1666 Ha
ΔE to the lowest compared entry with this formula, charge and spin: 0.886 eV
highest occupied orbital energy: -0.322 Ha